(1)
{"formula": "C4H10N3", "method": "ωB97M-V/def2-TZVPD", "e_above_lowest_kcal_mol": 96.4, "total_energy_ha": -322.30698, "e_lumo_ev": -4.011, "max_force_ha_per_bohr": 0.0828, "homo_ev": -12.802, "charge": 1, "spin_multiplicity": 1, "orbital_gap_ev": 8.79, "species": ["N", "N", "N", "C", "C", "C", "C", "H", "H", "H", "H", "H", "H", "H", "H", "H", "H"], "positions_angstrom": [[-1.66879, 0.13613, -0.32761], [1.30349, -1.87476, -0.17238], [2.68862, 0.23264, 0.40283], [2.96855, 1.10520, -0.44270], [-3.08927, 0.16417, 0.15115], [0.08220, -1.48210, -0.20638], [-0.89064, -0.78190, 0.27545], [3.53131, 0.18220, 1.12041], [-3.48515, 1.18425, 0.07554], [2.54297, 1.08517, -1.44441], [-3.87585, -0.45059, -0.39343], [-1.29228, 0.52775, -1.27402], [-3.11290, -0.16995, 1.24566], [-1.08943, -1.01411, 1.39886], [1.37702, -2.82932, -0.61835], [3.57778, 1.93560, -0.16072], [2.11426, -1.10825, -0.06337]], "forces_ev_per_angstrom": [[-0.288, 0.390, -1.300], [-1.639, -1.315, -2.366], [3.205, -2.211, 1.728], [-0.320, 1.222, -0.854], [-0.818, 0.185, 0.211], [2.981, -1.369, 0.993], [-1.297, 0.992, 1.827], [-2.809, 0.567, -0.843], [0.342, -0.152, 0.246], [-0.421, 0.227, 0.139], [1.525, 0.241, 0.297], [-1.688, -1.035, 2.419], [0.199, 0.586, -1.582], [0.186, 0.201, -2.058], [0.695, 1.241, 0.815], [0.891, 0.469, -0.334], [-0.741, -0.237, 0.662]], "mulliken_charge": [-0.208, -0.289, -0.466, -0.190, -0.697, -0.059, 0.143, 0.256, 0.277, 0.214, 0.268, 0.280, 0.266, 0.245, 0.304, 0.270, 0.385]}

(2)
{"formula": "C5H8O", "method": "ωB97M-V/def2-TZVPD", "e_above_lowest_kcal_mol": 77.1, "total_energy_ha": -270.43508, "e_lumo_ev": 0.205, "max_force_ha_per_bohr": 0.0067, "homo_ev": -8.552, "charge": 0, "spin_multiplicity": 1, "orbital_gap_ev": 8.76, "species": ["O", "C", "C", "C", "C", "C", "H", "H", "H", "H", "H", "H", "H", "H"], "positions_angstrom": [[0.25352, 0.31910, -1.61783], [1.48387, -0.20807, 0.16279], [0.56263, 1.55921, -0.94871], [0.77013, -0.74399, -1.02977], [1.38233, 1.12365, 0.20933], [-1.79903, -1.44991, 0.75239], [-1.79063, -2.19458, 1.55342], [-0.37866, 2.04441, -0.66966], [1.09339, 2.19607, -1.66274], [-1.54743, -0.46234, 1.15362], [1.80403, 1.81018, 0.93649], [-2.78691, -1.42058, 0.28158], [1.99740, -0.84884, 0.87140], [-1.04464, -1.72431, 0.00768]], "forces_ev_per_angstrom": [[0.052, -0.197, -0.027], [0.036, -0.087, 0.057], [0.046, 0.083, 0.083], [0.124, 0.320, 0.031], [-0.026, 0.017, -0.067], [0.063, -0.036, -0.057], [-0.052, 0.182, -0.076], [0.104, -0.052, -0.018], [-0.036, -0.035, 0.099], [-0.113, -0.189, 0.000], [-0.089, -0.126, -0.102], [0.200, 0.001, 0.113], [-0.056, 0.135, -0.149], [-0.254, -0.016, 0.111]], "mulliken_charge": [-0.083, -0.133, -0.377, -0.634, -0.224, -0.858, 0.289, 0.256, 0.293, 0.168, 0.400, 0.254, 0.442, 0.208]}

(3)
{"formula": "C5H5N3", "method": "ωB97M-V/def2-TZVPD", "e_above_lowest_kcal_mol": 73.3, "total_energy_ha": -357.65584, "e_lumo_ev": 0.187, "max_force_ha_per_bohr": 0.1500, "homo_ev": -8.959, "charge": 0, "spin_multiplicity": 1, "orbital_gap_ev": 9.15, "species": ["N", "N", "N", "C", "C", "C", "C", "C", "H", "H", "H", "H", "H"], "positions_angstrom": [[-0.77295, -1.23263, -1.46085], [-0.02979, 1.30991, 1.34697], [-1.50672, -0.70138, 0.75033], [-1.40764, -1.48341, -0.43869], [1.14155, 1.21615, 0.40035], [0.51835, -0.02533, -0.27067], [-0.40420, 0.03257, 0.77001], [0.25653, -0.37154, -1.59841], [-1.97340, -2.44338, -0.10839], [1.87392, 0.61204, 0.90968], [1.42034, 2.13404, -0.12563], [0.04275, 1.34826, 2.31240], [0.84124, -0.39530, -2.48710]], "forces_ev_per_angstrom": [[1.102, -1.924, -5.406], [-0.641, -2.540, -3.656], [1.959, 0.104, -0.460], [-3.848, -1.490, 6.519], [0.976, -1.011, 0.762], [1.902, 5.083, -2.402], [-3.512, 0.172, -0.640], [-1.029, -1.444, 5.100], [0.534, 1.299, -2.144], [1.677, 1.244, 0.561], [0.066, -0.457, 0.199], [0.678, 0.261, 2.121], [0.138, 0.703, -0.555]], "mulliken_charge": [-0.449, -0.407, -0.626, 0.143, -0.362, 0.176, 0.471, -0.520, 0.299, 0.299, 0.334, 0.246, 0.397]}

(4)
{"formula": "C2CoF3NO4S2", "method": "ωB97M-V/def2-TZVPD", "e_above_lowest_kcal_mol": 6.6, "total_energy_ha": -2910.30240, "e_lumo_ev": [-6.292, -7.971], "max_force_ha_per_bohr": 0.1023, "homo_ev": [-14.252, -14.199], "charge": 1, "spin_multiplicity": 5, "s2": 6.01, "orbital_gap_ev": [7.96, 6.23], "species": ["Co", "S", "S", "F", "F", "F", "O", "O", "O", "O", "N", "C", "C"], "positions_angstrom": [[-1.25780, 0.50990, 0.79293], [-2.82460, 1.95995, -0.88070], [1.20404, -0.26962, 1.15727], [0.36410, -2.69007, 0.46020], [2.05034, -1.98185, -0.65997], [2.31835, -2.62673, 1.38144], [-0.08783, -0.51134, 1.96134], [0.29754, 2.20089, -2.66529], [-3.05394, 1.11071, 0.48019], [0.74629, 0.33172, -0.21113], [-1.08403, 1.94982, -0.75202], [1.49722, -2.02079, 0.53532], [-0.16968, 2.03739, -1.59958]], "forces_ev_per_angstrom": [[1.476, -0.764, 0.355], [1.139, -1.563, 2.879], [0.658, -0.269, -1.313], [-0.406, 0.029, 0.047], [0.162, 0.196, -0.173], [-0.016, 0.003, 0.155], [-0.203, 0.730, -0.331], [-0.044, -0.588, 3.897], [-0.212, 2.169, -3.648], [-0.425, -0.600, 1.893], [-1.482, 0.247, 1.178], [0.445, -0.346, 0.150], [-1.091, 0.756, -5.090]], "lowdin_spin": [2.757, 0.547, 0.021, 0.001, 0.001, 0.000, 0.061, 0.038, 0.377, 0.062, 0.104, 0.001, 0.030]}